32
Properties=species:S:1:pos:R:3:forces:R:3:nbo_charge:R:1 method="wB97M-V/def2-TZVPD" e_homo_ev="-13.608 / -16.184" orbital_gap_ev="5.65 / 6.14" charge=+2 multiplicity=5 lumo_ev="-8.0 / -10.0" max_force_ha_per_bohr=0.1504
Ir 0.64578 -0.84300 -2.03024 -1.3 -1.9 5.2 0.6487
I 0.97233 1.13427 1.76157 0.5 5.2 -3.7 0.3099
Cl -1.57336 -0.10710 -0.83262 1.5 -0.8 -0.4 -0.4873
S 0.18741 -0.36203 4.72454 -3.0 1.3 5.0 1.4720
P -0.06206 0.62503 -3.38797 0.6 2.8 0.0 1.0879
O 3.42361 0.31390 -1.63907 -6.1 -1.8 -0.1 -0.3679
O 1.22827 0.38157 5.50488 -0.4 -1.1 -2.6 -0.7477
C -0.75505 -1.03242 -3.82501 -0.3 1.4 -0.6 -0.9929
C -1.18381 2.02838 -3.31003 0.5 -1.0 0.3 -0.9215
C 2.29944 -0.10323 -1.68345 7.5 1.7 0.1 0.4274
C 0.83989 -0.39501 2.94605 -0.6 -3.4 -3.6 -1.3413
C -1.32738 0.65012 4.13392 -0.4 -0.4 1.2 -0.8399
C -0.24950 -2.12457 4.29207 0.4 -0.4 -0.5 -0.8036
C 1.35083 0.97879 -4.49889 -0.8 0.0 1.9 -0.9247
H 0.63705 -1.29578 2.25990 1.3 0.3 0.9 0.3620
H -1.97553 0.19490 3.33904 0.9 -0.1 0.2 0.2602
H -0.03538 -1.84213 -3.60012 0.0 -1.0 -0.9 0.2447
H -0.61907 2.83273 -2.78826 -0.5 -0.4 -0.6 0.2914
H 1.88000 -0.28633 3.20171 0.5 -1.3 1.3 0.4579
H 0.78859 0.80869 -5.37447 0.6 0.3 -2.2 0.2436
H -1.28168 -2.19067 3.96616 -0.3 0.6 -0.1 0.2735
H -1.69586 -1.22194 -3.34211 -0.5 0.0 -0.1 0.3189
H -1.25601 2.12377 -4.38102 -0.8 1.2 -0.4 0.2526
H -2.10527 1.73306 -2.78859 0.3 0.4 -0.4 0.3019
H 0.37815 -2.63422 3.57604 0.3 -0.2 0.1 0.2376
H 1.62819 2.01465 -4.25449 0.1 -0.3 -0.7 0.2824
H -1.22173 1.72681 3.94552 0.5 -0.4 0.2 0.2934
H -0.28403 -0.46501 2.93978 1.1 0.6 -0.2 0.5445
H -1.81334 0.45733 5.08193 -0.9 0.6 0.0 0.2684
H -0.80123 -0.80188 -4.87920 -0.1 -1.2 -0.7 0.3132
H -0.19421 -2.56803 5.22292 0.2 -1.3 1.9 0.2682
H 2.17497 0.26935 -4.28052 -0.6 0.5 -0.6 0.2667

11
Properties=species:S:1:pos:R:3:forces:R:3:mulliken_charge:R:1 method="wB97M-V/def2-TZVPD" relative_energy_kcal_mol=38.19 e_homo_ev=-8.889 orbital_gap_ev=3.98 charge=+1 lumo_ev=-4.9 max_force_ha_per_bohr=0.0292
Rb 2.24911 3.94567 -1.42696 -0.4 -0.2 -0.3 0.9886
Rb -2.31137 0.37853 1.41314 0.1 -0.8 -0.6 0.9775
Rb 3.94137 2.61651 1.87950 -0.1 -0.5 0.1 1.0039
O -2.80388 -2.37337 -1.11696 0.0 0.0 0.1 -0.6508
O 2.13428 1.52092 -0.04339 0.3 1.1 0.5 -0.7762
O 0.66507 0.07745 -0.59315 -0.4 -1.3 -0.7 -0.4095
O 0.00221 1.80463 0.47177 0.6 0.6 0.2 -0.6948
O -1.24121 -2.11720 0.34243 0.2 0.7 0.8 -0.6690
O -1.64194 -4.07313 -0.44624 0.0 -0.4 -0.2 -0.5892
N -1.89856 -2.88199 -0.41966 -0.4 0.4 -0.1 0.9391
N 0.90492 1.10197 -0.06047 0.1 0.4 0.2 0.8805

151
Properties=species:S:1:pos:R:3:forces:R:3:mulliken_charge:R:1 method="wB97M-V/def2-TZVPD" relative_energy_kcal_mol=0.00 e_homo_ev=-9.286 smiles="CCC[C@H](C)[C@](C#N)(COC(C)=O)[C@@](C#N)(CCO)P(=N)(O)O.CCOP(=O)(OCC)OCC.CCOP(=O)(OCC)OCC.CCOP(=O)(OCC)OCC.CCOP(=O)(OCC)OCC" orbital_gap_ev=9.16 lumo_ev=-0.1 max_force_ha_per_bohr=0.1565
P 1.38946 -3.94538 3.81097 -5.0 2.3 -1.5 0.7407
P 0.12150 -1.52515 -2.00836 -3.9 0.3 -2.5 0.9151
P -3.13919 5.46996 3.94557 -1.0 1.4 0.5 1.2325
P -4.97026 3.80194 -2.80131 -5.6 1.3 2.2 0.9559
P 3.45051 -8.46796 -3.85640 -6.3 -1.8 -4.7 1.1011
O 3.73597 -9.91000 -3.18813 2.2 1.4 1.6 -0.3651
O 0.39787 -3.06108 -1.72512 1.4 0.5 1.1 -0.4153
O -5.70944 4.98805 -3.61720 0.9 -0.3 -0.4 -0.4298
O 0.44594 -1.45652 -3.58368 0.6 -0.2 0.5 -0.3646
O 3.35972 7.53932 3.38350 -0.1 0.7 -0.3 -0.5518
O 2.53562 -2.86408 3.56909 1.4 -1.6 0.6 -0.2499
O 1.01397 -5.31857 4.19318 2.5 -0.5 0.7 -0.8205
O 0.41246 -2.97486 4.68169 0.8 -0.2 0.3 -0.3128
O 3.86556 -8.91535 -5.36869 1.1 0.0 0.8 -0.3682
O 0.32445 -0.20396 -1.39744 1.8 -0.7 1.1 -0.4609
O 1.87895 -8.93574 -3.83592 0.0 -0.2 0.5 -0.3914
O 3.21002 -7.00249 -3.97176 3.0 0.6 2.3 -0.7396
O -5.29815 2.62025 -3.82968 2.5 -0.2 -0.3 -0.4077
O -4.06058 4.41834 -1.81528 2.3 -0.9 -1.5 -0.3768
O -3.50486 4.25386 4.89550 0.4 -0.3 -0.6 -0.5302
O -3.42049 4.93922 2.46917 0.2 -0.6 -0.1 -0.3694
O 0.80345 -3.72237 2.33204 0.6 0.0 -0.1 0.0245
O 1.61013 6.19930 3.76835 -0.2 -0.5 -0.7 -0.3339
O -1.46948 -1.77026 -2.02127 0.2 -0.2 0.1 -0.3722
O -6.18009 3.25479 -1.86926 0.2 -0.1 -0.1 -0.4156
O -1.69948 5.12198 7.08225 -0.2 0.1 -0.3 -0.5218
N -0.06178 3.46739 4.57019 -0.3 0.1 0.0 -0.6886
N -2.20151 8.23299 1.96658 -0.2 0.4 -0.1 -0.6418
N -4.00634 6.71191 4.23792 0.5 -0.2 0.1 -0.9148
C -1.15583 -4.98687 1.66883 -0.1 0.2 0.1 -1.1677
C -0.93147 6.64575 5.31541 -0.6 0.5 -0.1 -1.4588
C -0.59873 5.20813 1.58545 1.2 0.1 -0.7 0.6992
C -6.55056 4.41348 0.24495 -0.1 0.2 0.0 -1.1746
C -5.03990 6.20586 -3.94591 0.0 0.5 0.0 -0.0926
C -1.28894 5.73891 4.10521 1.0 -1.0 -0.2 2.4592
C 0.70944 6.99424 2.98647 0.1 0.3 0.3 -2.1796
C 4.11018 -3.59924 5.31035 -0.1 -0.2 -0.1 -1.1732
C -1.74079 6.45659 6.59540 0.8 0.2 0.7 -0.8939
C 2.91918 6.43401 3.46876 0.5 -0.1 0.1 0.7187
C 0.34302 -4.81971 1.54064 -0.2 -0.2 -0.2 0.1572
C -6.02647 3.18062 -0.45541 0.0 0.0 0.3 -0.1185
C 3.39875 -2.44515 4.63565 0.3 0.3 0.3 -0.1580
C -0.95511 5.84847 0.23635 -0.1 -0.3 -0.1 -1.7036
C -3.13725 2.56046 -5.01950 0.0 0.1 0.2 -0.5908
C -2.90649 0.16703 -2.26794 -0.1 -0.1 -0.2 -0.7319
C 2.66464 -2.84842 -0.79431 -0.1 0.1 0.1 -1.0109
C 0.81824 -8.03379 -3.53125 -0.1 0.1 -0.2 -0.0474
C 0.21553 2.03294 1.56351 0.0 -0.2 -0.7 -1.0453
C 1.42884 -0.56396 -4.11145 0.2 0.3 -0.3 -0.1212
C -4.64760 2.55251 -5.11000 0.0 -0.1 -0.5 -0.3165
C -0.64816 4.43499 4.36156 0.2 -0.1 0.0 -0.9034
C 0.20296 -7.46723 -4.79437 0.0 -0.1 -0.1 -1.1018
C -4.51739 6.19411 -5.36879 0.0 -0.2 0.0 -1.0653
C 5.07462 -10.40728 -3.05680 0.4 -0.3 0.0 -0.1369
C 2.75256 -1.26220 -4.35105 0.0 -0.2 0.1 -1.0571
C 1.73833 -3.58293 -1.74252 0.5 -0.3 0.0 -0.2873
C -1.52523 7.36917 2.29253 0.4 -0.1 0.4 -1.1951
C 5.98672 -9.45669 -2.31034 -0.2 0.1 0.1 -1.0913
C 4.75883 -8.14350 -6.16789 0.1 0.2 -0.4 -0.2085
C -0.63022 6.27837 2.74794 -1.1 -0.1 0.0 2.4689
C -2.35319 -0.88745 -1.33324 -0.2 0.2 0.1 -0.3982
C 0.59319 3.19301 0.64181 -0.1 0.0 0.1 -0.7118
C -0.03847 -3.32297 5.98897 -0.4 0.0 0.3 -0.3162
C 0.78856 -2.65852 7.07212 0.2 0.1 -0.1 -1.0428
C 3.77231 5.21190 3.29818 -0.3 -0.1 0.3 -0.9935
C 6.17056 -8.69564 -6.12721 0.0 -0.1 0.2 -1.0471
C 0.78293 4.53368 1.38578 -0.7 -0.7 0.3 -0.1914
H -3.45927 7.52986 4.47108 -0.3 0.2 0.0 0.2875
H -1.45169 -5.05752 2.71538 0.1 -0.1 0.0 0.3305
H -0.67370 5.17962 -0.57559 0.0 -0.1 0.1 0.4621
H 4.73483 -3.23744 6.12669 0.0 0.0 0.0 0.3725
H -0.04470 -4.40482 6.12809 0.1 0.0 -0.2 0.3102
H 0.60360 -4.58795 0.50626 0.0 0.1 0.1 -0.1822
H -1.28091 4.38098 1.76035 -0.3 0.3 0.4 0.1240
H -6.58150 2.29847 -0.13153 -0.1 0.0 -0.1 0.4049
H 2.12223 -3.58152 -2.76445 -0.1 0.1 -0.1 0.3069
H -1.25112 7.08542 7.35089 -0.1 0.3 -0.1 0.4393
H -3.49680 0.89988 -1.71375 0.0 0.0 0.0 0.1799
H 4.70241 5.49425 2.81761 0.0 0.1 0.1 0.3692
H 6.99750 -9.85957 -2.25315 0.0 0.0 0.0 0.3549
H -3.11465 3.42006 4.59463 -0.1 -0.1 0.2 0.3413
H 1.66688 -4.62645 -1.43962 -0.2 0.0 -0.1 0.2751
H 0.07173 -8.60908 -2.98041 0.1 -0.1 0.0 0.3584
H -5.01409 3.36449 -5.74249 0.0 0.1 0.1 0.2543
H 0.82606 -1.57824 6.92535 -0.1 0.0 0.0 0.2572
H 0.35962 -2.86226 8.05381 0.0 0.0 0.0 0.4090
H 5.62028 -9.29230 -1.29641 0.0 0.0 0.0 0.3196
H 1.56697 0.29955 -3.45881 -0.1 -0.1 0.1 0.1921
H 0.54934 7.94697 3.48872 -0.1 0.0 0.0 0.6408
H 3.26299 4.44488 2.72195 0.0 -0.1 0.1 0.2207
H 3.45206 -0.58683 -4.84494 0.0 0.0 0.0 0.4223
H -1.85570 -0.42817 -0.47970 0.1 0.0 -0.1 0.1405
H 1.45633 5.18898 0.82965 0.1 0.1 0.1 0.3578
H 1.81455 -3.03347 7.06860 0.0 0.0 0.0 0.2041
H 6.03380 -8.47990 -2.80528 0.1 0.0 0.0 0.3290
H -0.28475 -8.25876 -5.36523 0.0 0.0 0.0 0.3083
H -1.02732 7.68048 4.97227 -0.2 0.1 0.2 0.5435
H 4.74243 -4.12861 4.59666 0.0 0.0 0.0 0.3380
H -5.31529 5.95878 -6.07411 0.0 0.1 0.0 0.2611
H 1.03385 -0.19567 -5.05943 -0.1 -0.1 0.0 0.3697
H 1.50235 2.93468 0.09603 0.0 0.0 0.0 0.5961
H 2.61907 -2.14550 -4.97656 0.0 0.0 0.0 0.2427
H -3.91895 5.62407 1.99854 0.0 0.0 0.0 0.2314
H 5.47042 -10.65163 -4.04523 -0.1 0.2 -0.1 0.2027
H -2.02315 6.02293 0.12170 0.0 0.2 0.0 0.4836
H 1.16019 -7.23678 -2.87177 0.1 0.0 -0.1 0.0821
H -0.20763 3.26052 -0.09780 0.1 0.2 -0.2 -0.0197
H 0.00706 1.15798 0.94283 0.1 0.0 0.0 0.2843
H -0.71139 2.23887 2.09649 0.2 0.1 0.4 0.0876
H -1.07181 -2.97971 6.05992 0.0 0.0 -0.1 0.3447
H -3.16525 -1.50096 -0.94031 0.0 -0.1 -0.1 0.4255
H -2.69583 2.53367 -6.01573 0.0 0.0 0.0 0.4100
H 4.37827 -8.18972 -7.18933 -0.1 0.0 0.0 0.3387
H 0.86538 -5.73835 1.80618 0.0 0.0 0.2 0.4383
H 1.19115 4.26365 2.35718 0.3 0.3 0.0 -0.0265
H -4.98085 3.01687 -0.19445 0.0 0.1 0.0 0.1531
H -6.11165 5.31878 -0.17707 0.2 0.0 0.0 0.2592
H -4.22884 6.41134 -3.24539 -0.1 -0.2 0.1 0.1714
H -5.77563 7.00323 -3.83353 -0.1 -0.1 0.0 0.3577
H 4.12874 -1.77454 4.18444 -0.1 0.0 -0.2 0.2884
H -1.67124 -4.12430 1.24392 0.0 0.0 -0.1 0.1994
H -0.76985 4.88050 7.15115 0.0 -0.2 0.1 0.3430
H -2.76664 6.80436 6.53682 -0.2 -0.4 -0.2 0.4812
H 4.99497 -11.34622 -2.51022 -0.2 0.0 0.0 0.3336
H -3.54492 -0.29176 -3.02579 0.0 0.0 0.0 0.3746
H 2.31079 -2.93800 0.23319 0.0 0.0 0.0 0.2790
H -2.10681 0.68602 -2.79615 0.1 0.0 0.2 0.1876
H 1.03044 1.76164 2.23207 -0.2 0.1 0.3 0.3343
H -7.63167 4.51026 0.13924 0.0 -0.1 0.0 0.3292
H 3.39813 -4.32388 5.71752 0.0 0.0 0.1 0.3634
H 3.20224 -1.58399 -3.40953 0.0 0.0 0.0 0.1938
H -2.77264 3.45664 -4.50544 0.0 0.0 -0.1 0.2492
H 6.81124 -8.15086 -6.82140 0.0 0.0 0.0 0.4096
H -3.73029 5.44634 -5.49168 0.0 0.0 0.0 0.1991
H -1.49084 -5.88394 1.14666 0.0 0.0 0.0 0.3885
H 3.67215 -3.25999 -0.85251 0.0 0.0 -0.1 0.4141
H 0.96546 -7.02784 -5.43732 0.0 0.1 0.1 0.2639
H 4.75219 -7.09471 -5.86640 -0.1 0.0 0.1 0.2647
H -6.30780 4.36056 1.30825 0.0 0.0 0.0 0.3380
H 6.18286 -9.75205 -6.39772 0.0 0.0 -0.1 0.2557
H -0.53843 -6.70313 -4.55529 0.0 0.0 0.0 0.3765
H 2.71368 -1.78049 -1.02804 0.1 0.0 0.0 0.2838
H -4.09995 7.16792 -5.62663 0.0 0.0 0.0 0.4143
H -2.78379 1.69786 -4.46004 0.0 0.0 0.0 -0.0369
H 0.11674 6.52713 5.58879 0.1 -0.2 -0.3 0.3945
H 6.60025 -8.60114 -5.12685 0.0 0.0 0.0 0.2027
H 2.82776 -1.85052 5.35079 -0.2 -0.1 0.0 0.2245
H 1.15894 7.22738 2.02053 0.0 0.0 0.0 0.7171
H 3.98114 4.82406 4.29731 0.0 -0.2 -0.1 0.2967
H -0.38731 6.76608 0.07012 -0.1 0.1 0.1 0.2175
H -4.98458 1.62321 -5.56732 -0.1 0.0 0.1 0.3559

49
Properties=species:S:1:pos:R:3:forces:R:3:nbo_charge:R:1 method="wB97M-V/def2-TZVPD" relative_energy_kcal_mol=83.88 e_homo_ev="3.906 / 1.133" orbital_gap_ev="4.35 / 7.12" charge=-4 multiplicity=5 lumo_ev="8.3 / 8.3" max_force_ha_per_bohr=0.1070
Cr 0.03532 0.10446 -0.16358 -0.7 -0.1 0.9 1.3028
S -2.68837 -1.93140 -0.49268 1.0 3.0 -1.6 2.2740
S -2.06332 2.77906 -0.56687 0.7 0.7 3.7 2.3287
S 2.27904 2.54614 0.10927 -1.2 -0.7 2.3 2.3049
S 2.94659 -1.58374 0.96376 1.4 1.4 -1.1 2.3112
S 0.74000 -0.94667 -3.37998 2.4 0.6 2.5 2.3462
S -0.53776 0.89017 3.21767 2.7 4.8 -0.6 2.3131
F -1.16074 4.79661 -2.13090 0.4 -0.2 -0.8 -0.3263
F 3.66653 -3.83009 2.17401 0.1 -1.2 0.0 -0.3511
F 3.84960 4.36509 -1.01215 0.5 1.3 -0.2 -0.3363
F -2.88877 3.69252 -2.82717 -0.3 0.6 -1.3 -0.3446
F 1.30744 -3.28047 -1.97088 0.9 -0.2 0.5 -0.2975
F -0.32000 -0.65808 5.58775 -1.2 0.6 -0.6 -0.3523
F -4.12413 -0.98178 1.55067 0.6 0.8 2.0 -0.3081
F -5.30144 -2.00859 0.23483 -0.9 -1.7 -0.3 -0.3462
F 3.24972 2.87292 -2.41552 0.1 0.0 -0.6 -0.3252
F -0.95978 2.71507 -2.96446 0.5 1.0 -0.6 -0.3048
F -0.40587 -1.75288 3.73930 -0.3 0.8 0.4 -0.3381
F -0.42167 -3.32877 -3.17361 -2.0 -0.7 0.0 -0.3207
F -4.05929 -3.17750 1.71606 -0.6 0.6 -0.6 -0.3435
F 1.79569 4.39303 -1.89091 0.9 0.3 0.2 -0.3332
F 1.43207 -3.50568 -4.13659 1.0 -0.4 -0.4 -0.3582
F 1.79140 -4.11495 0.96355 1.0 -0.7 -0.6 -0.3361
F 1.71786 -3.14013 2.78680 -0.2 0.3 1.6 -0.3215
F -2.20294 -0.77866 4.36249 -1.1 -0.2 1.2 -0.3142
O -0.33539 -0.66964 -4.24710 -2.4 -0.5 -1.1 -0.9759
O -2.51228 -3.27966 -1.00636 -0.8 0.2 0.3 -0.9813
O 3.45373 -0.84001 2.13074 -0.8 -1.6 -1.2 -0.9561
O 1.67154 -1.16510 0.39697 0.6 -0.9 1.2 -1.0009
O -1.61402 1.41915 -0.58706 0.3 -0.8 -1.5 -1.0012
O -0.22162 0.37643 1.91134 -1.1 -1.7 -0.3 -0.9710
O 0.60353 -0.45490 -1.99115 -0.2 -1.1 -2.1 -0.9832
O 1.99422 -0.52168 -3.95506 0.7 -0.8 0.0 -0.9984
O -1.33006 3.56446 0.42532 -0.5 0.4 -1.5 -0.9762
O -1.45955 -1.38730 0.13228 -1.1 -1.7 0.8 -0.9822
O 3.39399 1.65232 0.36591 -0.2 0.7 -1.3 -0.9531
O -3.49379 2.79811 -0.38864 -1.0 1.0 -0.9 -1.0068
O -3.17036 -0.83936 -1.38710 -0.7 -3.0 1.3 -0.9338
O -1.71347 1.74851 3.28534 -0.1 -1.7 0.7 -0.9609
O 1.00296 1.86957 -0.26524 2.2 1.4 -0.9 -0.9825
O 2.03205 3.46385 1.21445 0.6 0.5 -1.5 -0.9629
O 3.92985 -1.76244 -0.14058 -0.9 -0.8 2.1 -0.9865
O 0.68440 1.60889 3.63804 -1.5 -1.6 1.6 -0.9700
C -0.90698 -0.62683 4.34260 2.5 -0.8 -1.8 0.7169
C -4.14115 -2.10057 0.89212 2.3 1.0 -2.3 0.7422
C 2.82531 3.64959 -1.42976 -2.0 -2.6 1.8 0.7342
C -1.68446 3.57650 -2.26196 -1.1 -1.9 2.6 0.7148
C 0.80686 -2.91035 -3.11423 -0.4 2.9 -0.6 0.7361
C 2.50753 -3.30519 1.75826 -0.2 2.4 -1.6 0.7158